Computed, not measured: a structure of composition C34H59ClMnN2O2Si, with wB97M-V/def2-TZVPD.

Structure (XYZ):
```
100
Properties=species:S:1:pos:R:3:lowdin_charge:R:1
O -2.35 1.44 -1.68 -0.228
O -0.31 2.17 -2.58 -0.109
C -3.50 0.58 -2.04 -0.176
C -4.85 1.12 -1.62 -0.063
H -3.33 -0.40 -1.59 0.125
H -3.46 0.48 -3.13 0.118
H -5.07 0.91 -0.57 0.068
H -5.61 0.57 -2.18 0.095
H -5.01 2.18 -1.83 0.084
C -2.45 2.14 -0.40 -0.211
C -2.69 3.60 -0.69 -0.050
H -1.50 1.98 0.13 0.118
H -3.26 1.67 0.16 0.093
H -1.91 4.08 -1.30 0.071
H -2.71 4.13 0.27 0.094
H -3.67 3.73 -1.18 0.084
C 0.92 3.02 -2.19 -0.111
C -0.55 2.33 -4.04 -0.153
C 1.06 3.09 -0.70 -0.046
H 0.81 4.00 -2.67 0.129
H 1.78 2.53 -2.67 0.119
H 0.23 3.68 -0.27 0.084
H 2.00 3.62 -0.45 0.104
H 1.12 2.10 -0.22 0.059
C -1.44 3.53 -4.16 -0.041
H -1.00 1.39 -4.36 0.119
H 0.41 2.43 -4.54 0.132
H -2.32 3.46 -3.53 0.079
H -1.80 3.63 -5.17 0.099
H -0.88 4.42 -3.86 0.089
H -1.28 2.21 -2.21 0.084
N -0.55 -1.23 2.49 -0.021
C -0.03 -1.62 3.67 -0.367
C 1.33 -1.86 3.86 -0.064
C 2.36 -1.61 2.95 -0.322
C -0.94 -1.79 4.84 0.001
H -1.87 -2.31 4.56 0.098
H -1.20 -0.81 5.28 0.093
H -0.43 -2.38 5.61 0.091
C 3.77 -1.62 3.45 0.003
H 4.25 -0.63 3.40 0.091
H 4.40 -2.34 2.89 0.089
H 3.76 -1.94 4.50 0.087
N 2.16 -1.35 1.66 0.001
C -1.82 -0.58 2.45 -0.197
C -2.95 -1.30 2.00 -0.218
C -2.90 -2.74 1.63 -0.045
C -4.18 -0.64 1.92 -0.058
H -5.04 -1.19 1.54 0.119
C -4.31 0.67 2.36 -0.098
H -5.28 1.16 2.32 0.110
C -3.20 1.35 2.87 -0.062
H -3.30 2.38 3.22 0.117
C -1.94 0.75 2.91 -0.222
C -0.76 1.50 3.45 -0.029
C 3.23 -0.88 0.83 -0.203
C 3.93 -1.79 0.01 -0.215
C 3.82 -3.27 0.22 -0.040
C 4.77 -1.28 -0.99 -0.043
H 5.27 -1.99 -1.65 0.120
C 4.94 0.10 -1.15 -0.089
H 5.57 0.48 -1.96 0.110
C 4.32 0.98 -0.26 -0.062
H 4.47 2.06 -0.34 0.109
C 3.51 0.51 0.78 -0.221
C 2.95 1.45 1.80 -0.041
Mn 0.42 -1.85 0.88 0.698
H -2.75 -2.87 0.55 0.080
H -3.85 -3.23 1.87 0.094
H -2.11 -3.30 2.15 0.042
H 0.16 1.27 2.89 0.053
H -0.57 1.28 4.51 0.090
H -0.93 2.58 3.37 0.083
H 4.13 -3.79 -0.69 0.087
H 2.81 -3.60 0.48 0.042
H 4.48 -3.61 1.04 0.090
H 3.32 1.23 2.81 0.085
H 1.86 1.42 1.84 0.050
H 3.25 2.47 1.55 0.079
H 1.63 -2.16 4.86 0.109
C 0.24 -0.93 -0.71 -0.317
Si 0.68 -1.29 -2.53 0.457
H 0.66 0.10 -0.51 0.019
H -0.87 -0.82 -0.57 0.018
C -0.81 -1.37 -3.69 -0.165
C 1.43 -2.98 -2.49 -0.181
C 2.02 -0.16 -3.18 -0.159
H 2.79 -0.80 -3.64 0.046
H 2.53 0.40 -2.39 0.009
H 1.70 0.57 -3.94 0.015
H -1.27 -2.36 -3.58 0.041
H -0.48 -1.26 -4.73 0.040
H -1.58 -0.61 -3.50 -0.014
H 0.66 -3.71 -2.25 0.035
H 2.24 -3.01 -1.75 0.011
H 1.86 -3.19 -3.49 0.047
Cl 0.36 -4.51 2.22 0.588
C 0.27 -3.79 0.58 -0.656
H -0.74 -3.94 0.18 0.007
H 1.03 -4.27 -0.03 -0.005
```

Values from the calculation:
**⟨S²⟩**: 6.129
**HOMO-LUMO gap (alpha / beta)**: 7.385 / 8.366 eV
**Multiplicity**: 5
**Total charge**: +1
**HOMO level (alpha / beta)**: -9.6 / -10.3 eV

***

Computed, not measured: a structure of composition C34H59ClN2O2SiYb, with wB97M-V/def2-TZVPD.

Structure (XYZ):
```
100
Properties=species:S:1:pos:R:3:lowdin_charge:R:1
O 0.82 -1.70 0.62 -0.346
O 0.80 -0.32 -4.38 -0.213
C 2.25 -1.93 0.39 -0.216
C 2.79 -3.05 1.24 -0.042
H 2.74 -0.98 0.62 0.112
H 2.40 -2.14 -0.68 0.117
H 2.58 -2.91 2.31 0.063
H 3.88 -3.12 1.13 0.099
H 2.36 -4.01 0.94 0.087
C -0.05 -2.81 0.26 -0.222
C 0.16 -3.27 -1.17 -0.043
H -1.07 -2.45 0.41 0.102
H 0.13 -3.62 0.98 0.118
H -0.04 -2.46 -1.87 0.089
H -0.52 -4.10 -1.40 0.100
H 1.19 -3.61 -1.32 0.076
C -0.28 0.27 -5.13 -0.266
C 1.74 -1.09 -5.13 -0.269
C -1.58 -0.49 -4.98 -0.074
H -0.02 0.33 -6.21 0.123
H -0.37 1.29 -4.73 0.107
H -1.49 -1.52 -5.34 0.067
H -2.34 0.01 -5.58 0.080
H -1.92 -0.51 -3.93 0.066
C 1.15 -2.26 -5.90 -0.086
H 2.46 -1.44 -4.37 0.114
H 2.27 -0.43 -5.84 0.120
H 0.54 -2.92 -5.27 0.076
H 1.98 -2.84 -6.31 0.079
H 0.54 -1.92 -6.75 0.077
H 1.43 1.26 -2.71 0.016
N -1.09 -1.01 3.56 -0.080
C -1.86 -0.36 4.43 -0.339
C -2.39 0.91 4.15 -0.049
C -2.45 1.59 2.91 -0.333
C -2.19 -0.96 5.77 0.007
H -1.30 -1.39 6.27 0.096
H -2.96 -1.73 5.66 0.098
H -2.59 -0.16 6.42 0.088
C -3.38 2.78 2.88 0.000
H -4.05 2.75 2.01 0.099
H -2.81 3.72 2.86 0.089
H -3.99 2.76 3.79 0.085
N -1.74 1.28 1.83 -0.062
C -0.77 -2.38 3.71 -0.248
C 0.49 -2.74 4.26 -0.241
C 1.45 -1.70 4.75 -0.059
C 0.81 -4.08 4.38 -0.051
H 1.77 -4.35 4.84 0.124
C -0.07 -5.07 3.95 -0.059
H 0.19 -6.12 4.05 0.110
C -1.32 -4.71 3.43 -0.044
H -2.04 -5.46 3.13 0.118
C -1.67 -3.37 3.28 -0.234
C -3.01 -3.02 2.72 -0.036
C -1.96 1.86 0.55 -0.242
C -1.35 3.08 0.20 -0.228
C -0.39 3.75 1.14 -0.039
C -1.67 3.68 -1.02 -0.049
H -1.23 4.65 -1.25 0.117
C -2.51 3.04 -1.94 -0.065
H -2.71 3.50 -2.90 0.111
C -3.07 1.81 -1.61 -0.046
H -3.73 1.29 -2.31 0.115
C -2.81 1.21 -0.38 -0.222
C -3.41 -0.12 -0.05 -0.041
Yb 0.23 0.02 1.97 1.707
H 2.34 -1.61 4.11 0.068
H 1.81 -1.98 5.75 0.103
H 1.00 -0.70 4.84 0.024
H -3.06 -2.02 2.27 0.056
H -3.80 -3.08 3.48 0.095
H -3.28 -3.75 1.94 0.089
H 0.07 4.61 0.63 0.089
H 0.42 3.08 1.47 0.034
H -0.88 4.14 2.04 0.080
H -3.87 -0.14 0.94 0.080
H -2.66 -0.92 -0.11 0.064
H -4.19 -0.35 -0.79 0.088
H -2.91 1.39 4.97 0.101
C 1.42 2.33 -2.43 -0.174
Si 2.85 3.34 -3.17 0.461
H 0.45 2.74 -2.75 0.017
H 1.44 2.36 -1.32 0.012
C 4.38 2.24 -3.15 -0.190
C 3.19 4.91 -2.19 -0.190
C 2.45 3.85 -4.94 -0.188
H 3.27 4.45 -5.36 0.035
H 1.54 4.45 -4.99 0.031
H 2.31 2.97 -5.58 0.024
H 4.74 2.09 -2.13 0.028
H 5.19 2.68 -3.74 0.033
H 4.15 1.26 -3.58 0.021
H 3.21 4.73 -1.11 0.023
H 2.42 5.68 -2.39 0.029
H 4.16 5.34 -2.47 0.035
Cl 1.08 1.80 4.00 0.523
C 2.23 1.23 2.84 -0.754
H 3.00 0.64 3.33 -0.024
H 2.57 2.05 2.21 -0.030
```

Values from the calculation:
**⟨S²⟩**: 0.751
**HOMO-LUMO gap (alpha / beta)**: 8.267 / 7.122 eV
**Multiplicity**: 2
**Total charge**: +1
**HOMO level (alpha / beta)**: -10.7 / -10.7 eV

***

Computed, not measured: a cluster of 7 separate species, C34H59F4N2O27S7 in total, with wB97M-V/def2-TZVPD.

Structure (XYZ):
```
133
Properties=species:S:1:pos:R:3:lowdin_charge:R:1
C -0.69 -1.02 4.83 -0.090
C -1.92 -0.69 3.96 -0.232
C -1.79 -1.45 2.61 -0.178
C -2.76 -0.96 1.51 -0.090
C -2.12 -0.17 0.35 -0.263
C -0.68 -0.52 -0.13 -0.082
C 0.41 0.51 0.23 -0.169
C 0.70 0.72 1.73 -0.190
C 1.39 2.10 1.90 -0.185
S 0.90 3.03 3.35 0.611
O 2.06 3.37 4.10 -0.244
O 0.11 4.19 2.97 -0.295
O -0.01 2.13 4.30 -0.149
C -2.25 1.32 0.63 0.106
N -2.58 2.06 -0.36 0.113
C -2.75 3.52 -0.44 -0.415
F -2.56 3.83 -1.74 0.132
F -3.96 3.92 -0.11 0.203
C -1.63 4.28 0.34 -0.291
F -0.49 4.18 -0.40 0.084
F -1.93 5.57 0.47 0.149
C -2.82 1.25 -1.58 -0.026
C -3.01 -0.16 -0.99 -0.201
C -4.46 -0.64 -0.92 -0.149
C -5.42 0.26 -0.13 -0.170
C -6.82 -0.43 -0.08 -0.167
C -7.37 -0.58 1.34 -0.145
N -8.11 0.59 1.81 -0.121
C -8.63 0.67 3.07 -0.112
C -9.24 1.90 3.23 -0.091
C -9.09 2.59 1.99 -0.093
C -8.39 1.75 1.14 -0.109
H -0.47 -0.24 5.57 0.070
H -0.85 -1.96 5.37 0.082
H 0.20 -1.19 4.21 0.068
H -2.05 0.39 3.79 0.078
H -2.79 -1.14 4.45 0.112
H -0.74 -1.50 2.31 0.089
H -2.07 -2.49 2.85 0.112
H -3.46 -0.27 2.01 0.112
H -3.35 -1.82 1.19 0.087
H -0.62 -0.65 -1.21 0.121
H -0.41 -1.50 0.28 0.136
H 1.34 0.12 -0.22 0.129
H 0.25 1.48 -0.26 0.099
H 1.27 -0.09 2.20 0.097
H -0.25 0.78 2.27 0.070
H 2.47 1.99 1.99 0.113
H 1.21 2.74 1.04 0.088
H -0.94 2.39 4.15 0.087
H -2.04 1.83 1.57 0.163
H -1.41 3.85 1.33 0.130
H -2.02 1.29 -2.32 0.150
H -3.74 1.62 -2.03 0.143
H -2.60 -0.77 -1.80 0.146
H -4.83 -0.67 -1.96 0.140
H -4.51 -1.67 -0.57 0.090
H -5.56 1.25 -0.58 0.105
H -5.13 0.41 0.91 0.099
H -6.71 -1.45 -0.46 0.099
H -7.55 0.05 -0.73 0.111
H -6.61 -0.86 2.08 0.122
H -8.10 -1.40 1.31 0.130
H -8.57 -0.13 3.79 0.115
H -9.73 2.29 4.11 0.093
H -9.43 3.58 1.70 0.092
H -8.09 1.89 0.12 0.102
C -4.05 5.55 -4.04 -0.186
C -3.08 4.80 -4.93 -0.183
O -3.73 4.72 -6.20 -0.184
S -4.63 6.04 -6.42 0.615
O -3.90 6.97 -7.19 -0.201
O -5.94 5.63 -6.76 -0.206
O -4.62 6.55 -4.89 -0.179
H -4.86 4.89 -3.70 0.132
H -3.57 6.01 -3.19 0.127
H -2.86 3.80 -4.56 0.120
H -2.15 5.35 -5.05 0.136
C 5.63 -0.56 0.14 -0.164
C 6.06 0.05 1.45 -0.149
O 5.01 -0.29 2.36 -0.186
S 4.40 -1.71 1.95 0.605
O 4.98 -2.72 2.76 -0.194
O 2.98 -1.56 1.85 -0.246
O 5.03 -1.82 0.49 -0.231
H 4.87 0.05 -0.36 0.131
H 6.46 -0.71 -0.54 0.125
H 6.18 1.13 1.39 0.137
H 6.99 -0.40 1.81 0.138
C -5.33 -5.14 3.51 -0.146
C -5.30 -6.32 2.56 -0.143
O -5.31 -5.72 1.25 -0.171
S -4.52 -4.34 1.29 0.588
O -3.19 -4.55 0.84 -0.205
O -5.35 -3.33 0.73 -0.230
O -4.48 -4.15 2.88 -0.197
H -6.33 -4.72 3.60 0.136
H -4.95 -5.38 4.50 0.141
H -6.16 -6.97 2.69 0.142
H -4.38 -6.90 2.67 0.139
C 7.58 -6.10 0.67 -0.142
C 8.82 -5.48 0.09 -0.164
O 8.34 -4.60 -0.95 -0.181
S 6.92 -4.02 -0.53 0.623
O 7.08 -2.73 0.04 -0.237
O 6.01 -4.25 -1.59 -0.203
O 6.61 -5.04 0.66 -0.178
H 7.21 -6.91 0.03 0.139
H 7.73 -6.47 1.68 0.140
H 9.51 -6.21 -0.31 0.100
H 9.34 -4.86 0.83 0.142
C 2.19 4.87 -2.79 -0.183
C 1.72 6.13 -2.11 -0.181
O 2.75 7.08 -2.37 -0.179
S 3.41 6.79 -3.80 0.614
O 2.82 7.64 -4.77 -0.204
O 4.82 6.69 -3.64 -0.206
O 2.81 5.31 -4.00 -0.186
H 2.94 4.35 -2.19 0.132
H 1.37 4.18 -3.01 0.126
H 1.58 6.00 -1.04 0.127
H 0.80 6.51 -2.55 0.133
C 12.50 -5.56 -4.49 -0.155
C 12.01 -4.25 -3.92 -0.156
O 11.02 -4.63 -2.95 -0.187
S 11.43 -6.03 -2.29 0.594
O 12.08 -5.77 -1.05 -0.211
O 10.33 -6.91 -2.39 -0.216
O 12.54 -6.45 -3.36 -0.179
H 11.81 -5.97 -5.22 0.136
H 13.49 -5.48 -4.93 0.138
H 11.57 -3.60 -4.68 0.137
H 12.80 -3.71 -3.40 0.136
```

Values from the calculation:
**HOMO-LUMO gap**: 5.579 eV
**Total charge**: +1
**HOMO level**: -10.1 eV

***

Computed, not measured: a structure of composition C34H60BF6O40P2S5, with wB97M-V/def2-TZVPD.

Structure (XYZ):
```
148
Properties=species:S:1:pos:R:3:lowdin_charge:R:1
O -1.20 4.26 -0.35 0.140
C -1.06 3.07 -0.54 -0.280
O -0.64 2.13 0.40 0.168
B -0.18 0.90 -0.26 -0.882
O -0.38 1.22 -1.70 0.204
C -0.72 2.44 -1.95 -0.361
O -0.69 3.09 -3.01 0.096
O -0.91 -0.32 0.05 0.231
C -0.07 -1.30 0.28 -0.337
O -0.32 -2.52 0.28 0.109
C 1.36 -0.70 0.36 -0.354
O 1.26 0.60 0.08 0.198
O 2.41 -1.22 0.66 0.145
C 2.88 3.42 -0.90 -0.022
C 3.07 3.78 0.55 -0.228
O 3.15 2.81 1.58 0.026
C 2.16 2.81 2.54 -0.288
O 1.05 3.36 2.50 0.127
C 2.62 1.99 3.78 -0.511
F 3.91 2.31 4.09 0.146
F 1.83 2.39 4.80 0.146
F 2.46 0.69 3.56 0.188
H 3.78 2.81 -1.01 0.069
H 2.97 4.35 -1.46 0.093
H 2.03 2.78 -1.16 0.069
H 2.37 4.54 0.91 0.121
H 4.04 4.29 0.56 0.123
C -2.89 0.09 -4.37 -0.033
C -2.69 -0.26 -5.87 -0.163
O -1.80 0.65 -6.50 0.009
C -2.10 1.86 -6.90 -0.356
O -3.19 2.46 -6.73 0.120
C -1.08 2.36 -7.93 -0.526
F -0.80 3.63 -7.56 0.160
F 0.09 1.71 -7.93 0.157
F -1.67 2.26 -9.13 0.172
H -3.78 -0.49 -4.11 0.080
H -3.27 1.08 -4.16 0.080
H -2.04 -0.19 -3.74 0.064
H -3.61 -0.08 -6.42 0.123
H -2.47 -1.30 -6.09 0.131
C 0.98 0.24 -4.18 -0.198
C 1.33 -0.48 -5.52 -0.175
O 2.14 -1.53 -5.08 -0.189
S 2.45 -1.50 -3.44 0.760
O 3.85 -1.73 -3.09 -0.240
O 1.47 -2.38 -2.78 -0.242
O 1.98 0.07 -3.18 -0.181
H 0.11 -0.29 -3.78 0.102
H 0.84 1.31 -4.31 0.131
H 1.86 0.20 -6.19 0.120
H 0.48 -0.78 -6.14 0.121
C -3.03 -3.53 3.04 -0.179
C -1.68 -2.99 3.56 -0.224
O -1.88 -2.22 4.66 -0.170
S -3.51 -1.97 4.82 0.752
O -3.97 -0.96 3.86 -0.251
O -3.78 -1.80 6.25 -0.236
O -3.88 -3.43 4.17 -0.192
H -3.01 -4.53 2.61 0.145
H -3.28 -2.72 2.35 0.094
H -1.12 -2.37 2.86 0.119
H -1.01 -3.79 3.87 0.131
C 2.50 -4.41 1.47 -0.131
C 3.95 -3.91 1.16 -0.163
O 4.77 -5.03 1.65 -0.238
S 4.02 -6.53 1.24 0.717
O 4.33 -7.56 2.20 -0.246
O 4.21 -6.73 -0.18 -0.252
O 2.56 -5.85 1.47 -0.232
H 1.83 -4.06 0.69 0.116
H 2.31 -4.08 2.50 0.131
H 4.19 -2.92 1.55 0.086
H 4.18 -3.87 0.09 0.118
C -2.12 3.46 3.98 -0.206
C -2.13 2.22 3.08 -0.143
O -2.79 1.26 3.91 -0.238
S -3.92 2.02 4.89 0.751
O -4.02 1.32 6.21 -0.265
O -5.18 2.28 4.15 -0.269
O -3.09 3.38 4.96 -0.188
H -2.14 4.41 3.45 0.140
H -1.24 3.49 4.62 0.127
H -1.13 1.84 2.89 0.125
H -2.80 2.43 2.25 0.128
C -1.49 6.45 -2.93 -0.152
C -2.66 5.45 -3.31 -0.153
O -3.78 6.30 -3.58 -0.224
S -3.61 7.91 -3.20 0.778
O -3.97 8.27 -1.77 -0.284
O -4.02 8.78 -4.32 -0.264
O -2.01 7.69 -3.31 -0.237
H -0.56 6.31 -3.47 0.139
H -1.55 6.31 -1.85 0.110
H -2.88 4.74 -2.51 0.107
H -2.46 4.86 -4.20 0.115
C -5.12 0.79 -0.78 -0.069
C -4.11 -0.19 -0.36 -0.279
O -4.46 -1.34 0.44 -0.171
P -5.60 -2.41 0.00 0.638
O -5.80 -2.72 -1.47 -0.256
O -6.92 -1.75 0.76 -0.165
C -7.10 -1.66 2.06 -0.399
C -8.52 -1.45 2.60 -0.049
O -5.19 -3.68 1.07 -0.226
C -5.89 -4.87 0.86 -0.317
C -6.64 -5.21 2.11 -0.066
H -5.51 1.43 0.01 0.093
H -4.79 1.24 -1.72 0.084
H -5.91 0.12 -1.12 0.070
H -3.71 -0.60 -1.29 0.111
H -3.31 0.39 0.09 0.110
H -6.61 -2.32 2.77 0.112
H -6.53 -0.75 2.26 0.116
H -8.72 -1.57 3.66 0.076
H -8.80 -0.42 2.37 0.076
H -9.09 -2.28 2.19 0.070
H -6.44 -5.10 -0.05 0.125
H -4.98 -5.46 0.79 0.116
H -6.13 -5.07 3.06 0.079
H -7.53 -4.60 2.03 0.076
H -6.78 -6.29 2.16 0.081
C 7.92 2.36 2.45 -0.081
C 7.55 1.01 2.84 -0.263
O 6.75 0.35 1.78 -0.167
P 6.56 -1.20 1.83 0.459
O 5.97 -1.78 3.11 -0.256
O 5.81 -1.60 0.46 -0.184
C 6.06 -1.01 -0.80 -0.262
C 5.01 0.05 -1.06 -0.084
O 8.05 -1.75 1.57 -0.197
C 8.44 -3.07 2.03 -0.249
C 8.90 -3.85 0.80 -0.069
H 7.14 3.03 2.83 0.081
H 8.84 2.63 2.96 0.084
H 8.08 2.40 1.37 0.092
H 8.43 0.47 3.16 0.117
H 6.98 1.04 3.77 0.121
H 7.04 -0.56 -0.90 0.117
H 6.01 -1.71 -1.64 0.110
H 3.99 -0.32 -0.97 0.050
H 5.14 0.80 -0.27 0.067
H 5.13 0.56 -2.01 0.085
H 9.11 -3.09 2.89 0.116
H 7.62 -3.65 2.46 0.100
H 8.23 -3.76 -0.06 0.076
H 9.87 -3.41 0.58 0.068
H 9.03 -4.93 0.95 0.075
```

Values from the calculation:
**HOMO-LUMO gap**: 10.140 eV
**Total charge**: -1
**HOMO level**: -8.6 eV

***

| no. | DFT total energy (eV) | F_max (eV/Å) |
| --- | --- | --- |
| 1 | -95003.700 | 4.1 |
| 2 | -95216.556 | 2.7 |
| 3 | -181180.506 | 2.9 |
| 4 | -207869.582 | 7.1 |